{
  "formula": "C3H9NO2",
  "method": "ωB97M-V with the def2-TZVPD basis set",
  "elements": ["C", "C", "C", "O", "N", "H", "H", "H", "H", "H", "H", "H", "H", "H", "O"],
  "positions_angstrom": [[-0.07, -0.52, 0.98], [0.88, 0.19, -0.05], [1.20, -0.16, -1.34], [0.44, 1.62, 2.31], [-1.26, -1.28, 0.49], [-0.52, 0.26, 1.58], [0.55, -1.14, 1.67], [1.30, 1.13, 0.33], [0.40, -0.44, -2.05], [2.10, 0.31, -1.69], [-1.64, -0.72, -0.41], [-0.91, -2.01, -0.13], [0.61, 2.30, 3.03], [-1.69, 0.53, -2.70], [-1.39, -0.08, -2.00]],
  "mulliken_spin": [0.0154, 0.1124, 0.2236, 0.2369, 0.0290, 0.0265, 0.0015, -0.0050, -0.0043, 0.0116, 0.0005, 0.0065, -0.0060, -0.0181, 0.3697],
  "e_above_lowest_ev": 4.894,
  "e_lumo_ev": [4.1, 0.7],
  "e_homo_ev": [-4.483, -2.984],
  "gap_ev": [8.5, 3.7],
  "charge": -1,
  "e_tot_ha": -324.7362,
  "spin_multiplicity": 2
}